Molecular formula: C25H35GeN3OSSnTe
Method: DFT, wB97M-V/def2-TZVPD

The calculation puts the molar mass at 744.563 g/mol. The total charge is -1. The calculation puts the electronic energy at -113483.516 eV. For the energy above the lowest of the compared OMol25 structures with the same formula, charge and spin, the calculation gives 0.0000 eV. As for the spin multiplicity: 2. For the LUMO energy (spin up / spin down), the calculation gives 2.34 / 2.34 eV. As for the expectation value of S²: 0.78.

Cartesian coordinates (Å):
1 Sn -0.36646 -0.62364 1.95750
2 O -3.54953 -0.24225 2.25608
3 N -3.82325 1.00842 2.83262
4 C -5.14058 1.41728 2.66578
5 C -5.46262 2.73192 2.52399
6 C -4.44591 3.70609 2.49851
7 C -3.11610 3.27248 2.65789
8 C -2.77455 1.95141 2.82338
9 S -1.15787 1.46268 3.27237
10 H -5.86456 0.61642 2.71689
11 H -6.50807 3.00503 2.44952
12 H -4.67634 4.75428 2.37025
13 H -2.30535 3.98901 2.69087
14 C 2.96630 -2.94831 5.09328
15 Ge 2.08384 -2.69246 3.34779
16 C 1.23062 -4.41283 2.88652
17 C 3.54842 -2.52005 2.02635
18 C 0.87542 -1.22712 3.41545
19 H 3.64196 -3.80698 5.07776
20 H 2.21675 -3.10920 5.87051
21 H 3.54132 -2.05815 5.35615
22 H 1.96026 -5.22441 2.82089
23 H 0.72556 -4.31887 1.92200
24 H 0.47807 -4.67013 3.63387
25 H 4.34412 -3.24156 2.23164
26 H 3.97342 -1.51432 2.05355
27 H 3.17596 -2.71559 1.01717
28 H 0.86687 -0.70269 4.37116
29 Te 2.16189 -0.49185 -0.80935
30 C 4.05901 -0.62071 -1.76132
31 C 4.87054 0.50447 -1.87891
32 C 6.10592 0.41875 -2.50627
33 C 6.54984 -0.79698 -3.00907
34 C 5.75321 -1.92547 -2.88339
35 C 4.51181 -1.83657 -2.26503
36 C 1.33449 0.66157 -2.37819
37 C 1.05446 0.08387 -3.61191
38 C 0.47549 0.83739 -4.62287
39 C 0.16136 2.17303 -4.40412
40 C 0.43825 2.75288 -3.17433
41 C 1.02745 2.00030 -2.16577
42 H 4.53393 1.45214 -1.47630
43 H 6.72630 1.30234 -2.59467
44 H 7.51602 -0.86463 -3.49387
45 H 6.09507 -2.87859 -3.26829
46 H 3.89149 -2.71944 -2.17019
47 H 1.27817 -0.96295 -3.77735
48 H 0.26098 0.37842 -5.58077
49 H -0.29577 2.75973 -5.19192
50 H 0.19403 3.79317 -2.99513
51 H 1.23011 2.45096 -1.20192
52 N -4.41506 0.52063 -0.40044
53 C -3.77621 1.81529 -0.66252
54 C -2.27813 1.57534 -0.77957
55 N -1.93789 0.60406 -1.81457
56 C -2.68031 -0.63604 -1.64042
57 C -4.18277 -0.41712 -1.49834
58 H -5.40440 0.64611 -0.22726
59 H -3.71372 -0.09478 1.28875
60 H -3.99220 2.48919 0.16904
61 H -4.16217 2.26894 -1.59094
62 H -1.93799 1.17451 0.17979
63 H -1.74120 2.50588 -0.96999
64 H -2.10449 0.99702 -2.73501
65 H -2.30263 -1.11592 -0.73159
66 H -2.46788 -1.30373 -2.47841
67 H -4.68987 -1.35945 -1.27768
68 H -4.58481 -0.02822 -2.44963

Forces on the atoms, in the same order (eV/Å):
Sn -0.174 -0.002 0.028
O -0.011 -0.002 -0.135
N 0.032 0.016 0.003
C -0.033 0.056 0.019
C 0.000 -0.028 0.003
C -0.012 0.013 -0.005
C 0.039 0.004 0.006
C -0.005 -0.014 0.025
S -0.014 0.010 -0.038
H 0.008 -0.001 0.001
H 0.006 0.003 -0.003
H 0.004 -0.009 0.005
H -0.010 -0.003 0.003
C 0.017 -0.005 0.029
Ge 0.001 0.008 0.019
C -0.039 0.000 -0.021
C 0.051 0.009 0.000
C 0.039 -0.011 0.056
H -0.004 0.010 -0.003
H 0.010 0.003 -0.008
H -0.002 -0.014 0.003
H -0.004 0.013 0.000
H 0.005 -0.015 0.011
H 0.009 -0.001 -0.009
H -0.012 0.004 -0.010
H -0.013 -0.019 -0.014
H 0.000 0.008 0.004
H -0.003 -0.001 -0.008
Te 0.055 0.025 -0.021
C 0.010 -0.038 -0.045
C 0.021 -0.008 -0.021
C -0.029 0.011 0.010
C -0.002 -0.016 -0.008
C 0.002 0.008 0.011
C 0.013 0.011 0.029
C 0.000 0.025 0.003
C -0.005 0.014 0.001
C 0.004 -0.011 0.002
C 0.006 0.007 0.012
C 0.011 -0.014 -0.001
C -0.014 -0.009 0.006
H -0.002 -0.001 -0.004
H 0.000 -0.002 -0.002
H -0.003 0.001 0.004
H 0.002 0.003 0.000
H -0.003 0.007 -0.011
H 0.003 0.004 -0.005
H 0.001 0.005 0.004
H -0.001 -0.002 0.005
H 0.001 -0.002 -0.004
H 0.002 0.000 -0.005
N 0.039 -0.010 -0.004
C -0.013 -0.015 0.067
C -0.094 -0.073 -0.017
N -0.011 -0.002 0.018
C 0.041 -0.005 0.032
C -0.022 0.026 0.000
H 0.001 0.004 0.005
H -0.023 -0.064 0.091
H -0.002 -0.021 -0.044
H 0.009 0.002 -0.024
H 0.141 0.086 -0.044
H -0.014 0.014 0.021
H 0.005 -0.005 -0.005
H -0.014 0.001 -0.007
H -0.010 0.015 -0.016
H 0.013 -0.004 0.014
H -0.004 0.001 -0.006

***

Molecular formula: C12H8N4OsS4SbSe4
Method: DFT, wB97M-V/def2-TZVPD

The calculation puts the molar mass at 964.322 g/mol. The total charge is -1. The calculation puts the electronic energy at -332269.641 eV. For the energy above the lowest of the compared OMol25 structures with the same formula, charge and spin, the calculation gives 0.0000 eV. As for the spin multiplicity: 5. For the LUMO energy (spin up / spin down), the calculation gives 1.73 / 0.66 eV. As for the expectation value of S²: 6.04.

Cartesian coordinates (Å):
1 Os -0.71650 0.44070 0.44294
2 S -2.27854 -1.19767 -0.19248
3 C -3.72791 -0.26162 -0.43984
4 C -4.88385 -0.98531 -0.88114
5 N -5.79255 -1.58917 -1.24545
6 C -3.77667 1.07608 -0.24962
7 S -2.38281 1.98557 0.30510
8 C -4.97634 1.82056 -0.47948
9 N -5.92324 2.44549 -0.67100
10 C -0.79949 1.87790 -3.10975
11 C 0.26018 0.87699 -2.80293
12 N 0.43462 0.33044 -1.63606
13 C 1.45152 -0.59998 -1.62998
14 C 2.07258 -0.75202 -2.82581
15 S 1.36875 0.29731 -3.97858
16 C 1.70371 -1.28677 -0.36666
17 C 2.71943 -2.11933 -0.03530
18 S 2.60442 -2.56562 1.60672
19 C 1.17518 -1.64864 1.77735
20 N 0.83012 -1.04043 0.66999
21 C 0.41769 -1.55559 3.05186
22 H -0.94053 2.53262 -2.25131
23 H -1.74633 1.36792 -3.29812
24 H -0.54212 2.47150 -3.98501
25 H 2.89163 -1.40463 -3.07470
26 H 3.54882 -2.42735 -0.64883
27 H -0.07863 -2.50225 3.27123
28 H -0.33574 -0.77096 2.97539
29 H 1.10493 -1.32537 3.86904
30 Se 5.55921 2.63375 4.04057
31 Sb 3.51801 1.35826 4.02604
32 Se 0.66026 2.11669 1.53003
33 Se 2.88717 1.35411 1.47510
34 Se 3.69305 -0.95316 4.76070

Forces on the atoms, in the same order (eV/Å):
Os -0.170 0.042 0.047
S 0.068 -0.029 -0.016
C -0.031 -0.010 0.003
C 0.006 0.016 -0.009
N -0.001 -0.004 0.007
C 0.029 -0.011 0.011
S 0.019 0.036 -0.007
C 0.004 -0.004 -0.006
N -0.001 0.005 0.004
C 0.001 -0.001 0.008
C 0.042 0.028 0.036
N -0.003 -0.080 -0.099
C -0.054 0.009 0.021
C 0.030 0.016 0.013
S -0.013 0.001 -0.017
C 0.062 0.002 -0.006
C 0.002 -0.027 -0.009
S -0.002 0.052 0.003
C -0.017 -0.050 -0.001
N -0.022 0.011 0.013
C 0.001 -0.026 -0.001
H 0.009 0.005 -0.001
H -0.001 -0.001 0.015
H -0.002 -0.006 -0.005
H -0.001 -0.005 -0.001
H -0.012 -0.014 -0.010
H -0.017 0.001 -0.013
H 0.010 0.005 0.002
H 0.010 0.015 0.005
Se -0.004 0.007 0.000
Sb 0.022 -0.002 0.052
Se 0.020 -0.039 0.039
Se 0.039 0.026 -0.046
Se -0.022 0.033 -0.031

***

Molecular formula: C18H20N2O5S
Method: DFT, wB97M-V/def2-TZVPD

The calculation puts the molar mass at 376.434 g/mol. Its SMILES is CS(=O)(=O)N(Cc1ccco1)C[C@H](O)Cn1cc(C=O)c2ccccc21. The total charge is 0. The calculation puts the electronic energy at -43042.567 eV. For the energy above the lowest of the compared OMol25 structures with the same formula, charge and spin, the calculation gives 1.6866 eV. For the LUMO energy, the calculation gives 0.36 eV.

Cartesian coordinates (Å):
1 C -3.64920 -1.87976 -1.19391
2 H -4.61601 -2.34756 -1.32699
3 H -3.29851 -1.47146 -2.13203
4 H -2.94368 -2.57986 -0.76589
5 S -3.89728 -0.50823 -0.03377
6 O -4.15939 -1.05291 1.27242
7 O -4.85595 0.37413 -0.62024
8 N -2.46222 0.30146 0.08206
9 C -1.53788 -0.06400 1.12494
10 H -0.75530 0.69566 1.15828
11 H -2.09008 -0.04738 2.06924
12 C -0.90236 -1.44619 0.94512
13 O -1.79465 -2.49767 1.22061
14 H -2.63649 -2.13568 1.55071
15 C 0.34988 -1.56966 1.85123
16 N 1.46775 -0.87940 1.27637
17 C 1.84617 0.38954 1.54031
18 C 2.88608 0.77210 0.71453
19 C 3.15815 -0.35586 -0.13191
20 C 4.06868 -0.60249 -1.15609
21 C 4.04317 -1.83291 -1.77637
22 C 3.12933 -2.81851 -1.39872
23 C 2.21628 -2.60077 -0.38786
24 C 2.24045 -1.36335 0.24264
25 H 1.51113 -3.36638 -0.10236
26 H 3.13950 -3.76972 -1.90921
27 H 4.74226 -2.04493 -2.57144
28 H 4.77920 0.15233 -1.45577
29 C 3.52843 2.05923 0.69390
30 O 3.19886 3.02370 1.35121
31 H 4.38028 2.12455 -0.01081
32 H 1.38688 0.96474 2.32186
33 H 0.13388 -1.16104 2.84080
34 H 0.58739 -2.63136 1.95602
35 H -0.56368 -1.55855 -0.09841
36 C -1.96401 0.97591 -1.10189
37 C -1.36499 2.29734 -0.74991
38 C -1.89482 3.55222 -0.70497
39 C -0.86666 4.40003 -0.22329
40 C 0.21041 3.59983 -0.00516
41 O -0.07948 2.32457 -0.31981
42 H 1.19448 3.79872 0.37171
43 H -0.92662 5.45643 -0.06309
44 H -2.89057 3.83106 -0.98066
45 H -1.21546 0.36067 -1.62218
46 H -2.83332 1.13141 -1.74124

Forces on the atoms, in the same order (eV/Å):
C -0.107 0.632 0.611
H -0.214 -0.025 -0.020
H 0.057 0.114 -0.191
H 0.135 -0.041 0.075
S 0.275 -0.032 -0.514
O 0.063 -0.165 0.177
O -0.008 0.055 -0.271
N -0.980 -0.536 -0.014
C 0.183 -0.553 0.330
H -0.150 -0.029 0.011
H 0.252 0.034 0.076
C 0.501 0.271 0.118
O -0.094 -0.128 0.291
H 0.166 -0.125 -0.014
C -0.737 -0.367 -0.188
N 0.122 0.199 0.036
C 0.530 0.430 -0.110
C -0.515 -0.363 0.327
C -0.286 -0.150 0.173
C 0.000 -0.097 -0.042
C 0.143 0.099 -0.087
C -0.105 -0.104 0.044
C -0.079 -0.080 0.022
C 0.520 0.078 -0.437
H -0.080 -0.104 0.022
H -0.015 -0.082 -0.028
H 0.061 -0.005 -0.066
H 0.084 0.056 -0.057
C 0.206 0.061 -0.170
O -0.040 0.125 0.111
H 0.028 0.116 0.040
H -0.149 0.081 0.136
H 0.072 -0.048 -0.010
H -0.006 0.123 0.066
H 0.005 0.082 0.128
C 0.282 0.273 -0.131
C -0.753 0.400 -0.256
C 0.172 -0.671 -0.121
C 0.458 -0.218 0.120
C -0.195 0.866 0.113
O 0.108 -0.482 -0.142
H 0.178 -0.083 0.046
H 0.070 0.227 0.061
H -0.262 -0.001 -0.072
H -0.116 0.050 -0.031
H 0.220 0.117 -0.163

***

Molecular formula: C6H15NO4Tl
Method: DFT, wB97M-V/def2-TZVPD

The calculation puts the molar mass at 369.572 g/mol. The total charge is +1. The calculation puts the electronic energy at -20828.102 eV. For the energy above the lowest of the compared OMol25 structures with the same formula, charge and spin, the calculation gives 0.0000 eV. For the LUMO energy, the calculation gives -5.10 eV.

Cartesian coordinates (Å):
1 Tl -0.27391 -0.99717 -0.63991
2 C 0.05468 -1.02284 -4.35683
3 C 1.15278 -1.23545 -3.36043
4 O 2.32496 -1.25340 -3.67895
5 O 0.87068 -1.23313 -2.11465
6 H 0.21370 -1.59398 -5.27150
7 H -0.17828 0.02181 -4.56307
8 H -0.89527 -1.30392 -3.90218
9 O -2.01401 -0.69559 0.36550
10 H -2.70271 -0.75264 1.05613
11 C 0.52266 2.72122 1.47567
12 C 0.48942 1.28416 0.91634
13 C -0.03799 0.26291 1.92911
14 O 0.18395 -1.04195 1.51184
15 C 0.00787 -2.02183 2.53285
16 N -0.38871 1.28972 -0.24015
17 H 1.03104 2.68098 2.43900
18 H -0.47966 3.06179 1.73537
19 H 0.92968 3.43677 0.76122
20 H 1.46104 0.86437 0.65588
21 H -1.07906 0.46987 2.17700
22 H 0.61924 0.34372 2.79491
23 H 0.42138 -1.85968 3.52825
24 H 0.28599 -3.00908 2.16397
25 H -1.07897 -2.07081 2.59982
26 H -1.31888 1.46964 0.10989
27 H -0.12165 2.18450 -0.62505

Forces on the atoms, in the same order (eV/Å):
Tl -3.342 0.136 0.958
C -1.306 -0.455 0.409
C 2.478 1.272 -4.433
O -1.200 -0.410 0.221
O 0.993 -0.815 2.548
H 0.080 0.267 0.119
H 0.861 0.206 -0.192
H -0.146 -0.612 -0.109
O -1.403 0.472 -0.556
H 0.840 -0.828 -0.688
C 0.061 -1.105 0.850
C -0.368 -0.099 1.530
C 0.932 1.962 1.661
O 2.258 -0.845 -0.022
C -2.004 -1.296 -0.369
N 0.417 0.746 -0.509
H 0.494 0.534 -0.223
H -0.268 -0.164 -0.210
H 0.356 -0.128 0.214
H 0.390 0.616 -0.321
H 0.030 -0.215 0.155
H -0.335 0.508 0.414
H 0.462 0.688 -0.431
H 0.478 0.292 -0.137
H -0.147 -0.215 0.660
H -0.570 -0.392 -0.053
H -0.040 -0.121 -1.486

***

> The highest total charge belongs to which entry?

C6H15NO4Tl